a) Computed, not measured: C3H9NS2 in the gas phase, with ωB97M-V/def2-TZVPD.

Its charge is 0. The spin multiplicity is 1. The calculation puts the highest occupied orbital energy at -8.0 eV. The LUMO energy comes out at 0.58 eV. The HOMO-LUMO gap comes out at 8.6 eV.

Geometry as XYZ:
```
15
Properties=species:S:1:pos:R:3:mulliken_charge:R:1
S -3.04333 -0.16809 -0.91539 -0.2139
S -2.03116 1.18578 0.20070 -0.0906
N 1.08999 0.41985 -0.26169 -0.3241
C -0.97541 0.33232 1.35005 -0.6022
C 2.29945 -0.22030 -0.85095 -0.8224
C 0.14637 -0.39747 0.51240 -0.5672
H -4.03090 0.73625 -1.39944 0.1736
H -0.41548 -1.11987 -0.03031 0.3083
H 3.01222 -0.71182 -0.16400 0.2944
H 0.67510 -0.93848 1.38701 0.2949
H 0.50870 0.89451 -1.05538 0.2650
H 2.08514 -1.16827 -1.48601 0.2603
H -1.63461 -0.42365 1.92529 0.3201
H -0.59529 1.04861 2.09401 0.3598
H 2.90922 0.53062 -1.30628 0.3439
```



b) Computed, not measured: 2 unconnected molecules or ions with the total composition C3H9NS2, with ωB97M-V/def2-TZVPD.

Its charge is 0. The spin multiplicity is 1. The calculation puts the highest occupied orbital energy at -9.0 eV. The LUMO energy comes out at 0.40 eV. The HOMO-LUMO gap comes out at 9.4 eV.

Geometry as XYZ:
```
15
Properties=species:S:1:pos:R:3:mulliken_charge:R:1
S -0.35628 -1.33419 2.25038 -0.0752
S 1.64114 -1.82424 1.67581 -0.2342
N -0.08507 1.09882 -0.75111 -0.2264
C 0.95007 1.96769 -0.28024 -0.6984
C -0.32047 0.80547 -1.95431 -0.3406
C -1.51874 -1.26463 0.86246 -0.5144
H 1.78260 -3.17423 1.78895 0.1573
H -1.07256 0.05139 -2.03483 0.2472
H 0.21648 0.89624 -2.82093 0.3445
H -2.07882 -0.31590 0.87940 0.2702
H -2.17698 -2.15731 0.69371 0.3514
H -0.80884 -1.04952 -0.07123 0.0160
H 1.35983 1.35074 0.73812 0.1540
H 1.78115 1.98041 -1.02873 0.2776
H 0.68648 2.96926 0.05253 0.2710
```



Most favorable structure: a). The second most favorable one is 0.0310 hartree above it.